(1)
The following is a DFT calculation (ωB97M-V/def2-TZVPD) of 3 unconnected molecules or ions with the total composition C18H9F4IO7.

The geometry in XYZ format:
```
39
Properties=species:S:1:pos:R:3:nbo_charge:R:1
O -1.1057 2.6386 -3.5547 -0.4626
C -1.2421 1.8089 -2.7304 0.7358
O -2.1536 1.9088 -1.6717 -0.5052
C -1.4400 1.4256 -0.5727 0.7835
O -1.5528 1.8611 0.5184 -0.4868
C -0.5325 0.3583 -1.1259 -0.2061
C 0.0940 -0.7321 -0.2995 0.6156
F -0.4331 -0.6861 0.9442 -0.2997
F -0.2420 -1.9391 -0.8279 -0.3224
C 1.6537 -0.6634 -0.1905 0.4927
F 2.0067 -0.5563 1.1072 -0.3150
F 2.1086 0.4457 -0.8333 -0.3352
C -0.4313 0.5692 -2.4378 -0.1985
I 0.5741 -0.5347 -3.8487 0.3015
H 2.1225 -1.5464 -0.6296 0.1978
C -2.1467 6.3859 3.6655 -0.2341
C -3.3897 6.4006 3.1938 -0.2301
C -3.7929 5.5297 2.0601 0.4753
O -4.9267 5.5477 1.6307 -0.4915
C -2.7591 4.6401 1.4746 -0.2193
C -1.5156 4.6252 1.9479 -0.2360
C -1.1115 5.4967 3.0790 0.4876
O 0.0209 5.4852 3.5121 -0.4932
H -1.8278 7.0115 4.4895 0.2306
H -4.1619 7.0390 3.6040 0.2307
H -3.0750 4.0119 0.6526 0.2388
H -0.7469 3.9843 1.5395 0.2383
C 1.3273 -6.4430 -0.6289 -0.2054
C 1.3349 -5.1307 -0.8468 -0.2462
C 2.5092 -4.4657 -1.4584 0.4948
O 2.5215 -3.2660 -1.6591 -0.5308
C 3.6730 -5.3088 -1.8201 -0.2288
C 3.6663 -6.6209 -1.6027 -0.2203
C 2.4913 -7.2931 -0.9900 0.4713
O 2.4825 -8.4873 -0.7933 -0.4725
H 0.4834 -6.9536 -0.1831 0.2354
H 0.4979 -4.4929 -0.5925 0.2397
H 4.5157 -4.7952 -2.2649 0.2340
H 4.5033 -7.2584 -1.8568 0.2365
```

Summary:
largest force on an atom	1.176	eV/Å
SMILES	O=C1OC(=O)C(C(F)(F)C(F)F)=C1I.O=C1C=CC(=O)C=C1.O=C1C=CC(=O)C=C1
LUMO	-1.99	eV
highest occupied orbital energy	-9.985	eV
total energy	-52111.856	eV

=====

(2)
The following is a DFT calculation (ωB97M-V/def2-TZVPD) of a molecular structure, C18H9IrN3O5S.

The geometry in XYZ format:
```
37
Properties=species:S:1:pos:R:3:nbo_charge:R:1
Ir -0.6763 -1.1769 -1.0139 0.8877
O -3.2425 2.1665 3.5772 -0.3674
C -2.8251 1.4667 2.7113 0.3809
C -3.3333 1.3951 1.2875 0.1745
O -4.2694 2.0596 0.8158 -0.4223
C -2.4675 0.3910 0.6239 0.4265
C -1.4866 -0.1671 1.5529 0.1135
O -0.6324 -1.0558 1.1621 -0.5616
C -1.6440 0.3960 2.8422 0.3867
O -1.0511 0.1689 3.8714 -0.4529
O -2.5211 0.0367 -0.5419 -0.5385
C -0.2905 3.8877 1.2655 -0.2187
C -0.8404 3.5329 0.0404 -0.2017
C -0.4214 2.3814 -0.6047 -0.2398
C 0.5472 1.5659 -0.0250 0.1881
C 1.1232 1.9376 1.1868 -0.2347
C 0.6996 3.0905 1.8260 -0.2119
N 0.8392 0.3226 -0.6358 -0.2523
N 1.9899 -0.0997 -0.4355 -0.1518
C 2.1243 -1.4366 -0.7694 0.0659
C 3.3880 -2.0374 -0.7156 -0.1968
C 3.5266 -3.3610 -1.0602 -0.2650
C 2.4097 -4.1017 -1.4709 -0.1821
C 1.1623 -3.5158 -1.5272 -0.2472
C 0.9869 -2.1748 -1.1559 -0.1333
H -0.6333 4.7755 1.7807 0.2132
H -1.6103 4.1467 -0.4083 0.2191
H -0.8553 2.0843 -1.5524 0.2383
H 1.8683 1.2901 1.6269 0.2363
H 1.1299 3.3554 2.7834 0.2143
H 4.2377 -1.4414 -0.4046 0.2111
H 4.5018 -3.8296 -1.0216 0.2025
H 2.5290 -5.1411 -1.7530 0.2035
H 0.3087 -4.0906 -1.8636 0.2200
S -1.8527 -2.8179 -5.3222 -0.2810
C -1.4864 -2.2195 -3.8635 0.1976
N -1.2327 -1.7841 -2.8086 -0.6208
```

Summary:
multiplicity	5
expectation value of S²	6.045
relative energy (zero: lowest compared OMol25 entry of this formula, charge and spin)	0.549	eV
largest force on an atom	1.928	eV/Å
LUMO (spin up / spin down)	1.79 / -0.77	eV
highest occupied orbital energy (spin up / spin down)	-4.360 / -4.982	eV
charge	-1
total energy	-47191.514	eV

=====

(3)
The following is a DFT calculation (ωB97M-V/def2-TZVPD) of a molecular structure, C19H10ClIN3O6Re.

The geometry in XYZ format:
```
41
Properties=species:S:1:pos:R:3:nbo_charge:R:1
Re -0.3561 -1.4851 1.2592 1.6868
O 2.1744 -6.0270 -1.2946 -0.6438
C 2.9537 -4.9583 -1.3717 0.7878
O 4.0311 -4.9749 -1.8878 -0.5207
C 2.4349 -3.6806 -0.7718 -0.2190
C 3.1354 -2.4568 -0.7584 0.2181
Cl 4.6294 -2.0597 -1.3958 0.2097
N 2.3990 -1.5371 -0.1162 -0.1506
N 1.2287 -2.0965 0.2550 -0.2693
C 1.2499 -3.3833 -0.1270 0.0818
C 0.0505 -4.1380 0.3257 0.7709
O -0.1644 -5.2866 0.0935 -0.4812
O -0.7709 -3.3537 1.0734 -0.6546
C 2.6308 -0.1264 0.0686 0.0515
C 3.4098 0.3008 1.1284 -0.1881
C 3.5882 1.6651 1.2986 -0.1810
C 2.9915 2.5612 0.4227 -0.1658
C 2.2139 2.1097 -0.6364 -0.2091
C 2.0293 0.7488 -0.8249 -0.1743
H 1.3226 -5.8801 -0.8404 0.5083
H 3.8545 -0.4131 1.8089 0.2462
H 4.1902 2.0258 2.1208 0.2424
H 3.1348 3.6239 0.5645 0.2375
H 1.7625 2.8143 -1.3214 0.2362
H 1.4475 0.3661 -1.6548 0.2298
N 1.3199 -0.6044 3.7773 -0.2246
C 0.6992 -0.9272 2.8562 -0.1364
I -3.5149 5.5685 -2.9524 0.2425
C -2.8121 3.7465 -2.2542 -0.1099
C -2.4712 2.7472 -3.1629 -0.2483
C -2.0052 1.5340 -2.6992 -0.1127
C -1.8796 1.3192 -1.3245 -0.2516
C -2.2237 2.3222 -0.4176 -0.1198
C -2.6907 3.5363 -0.8832 -0.2511
C -1.3720 0.0258 -0.8936 0.8009
O -0.9969 -0.9083 -1.5433 -0.5621
O -1.2982 -0.1105 0.5196 -0.6454
H -2.5750 2.9194 -4.2248 0.2454
H -1.7417 0.7441 -3.3897 0.2437
H -2.1303 2.1560 0.6463 0.2353
H -2.9622 4.3171 -0.1872 0.2444
```

Summary:
multiplicity	2
expectation value of S²	0.756
relative energy (zero: lowest compared OMol25 entry of this formula, charge and spin)	0.476	eV
largest force on an atom	0.176	eV/Å
LUMO (spin up / spin down)	-5.74 / -6.08	eV
highest occupied orbital energy (spin up / spin down)	-11.917 / -11.920	eV
charge	+1
total energy	-59366.186	eV

=====

(4)
The following is a DFT calculation (ωB97M-V/def2-TZVPD) of a molecular structure, C19H10N6O5S2W.

The geometry in XYZ format:
```
43
Properties=species:S:1:pos:R:3:nbo_charge:R:1
W -0.7045 -0.5605 0.6894 1.7028
O -4.5332 -2.5670 5.1138 -0.5617
C -3.7734 -2.0962 4.1779 0.4594
C -4.1963 -1.1566 3.2014 -0.2530
C -3.2970 -0.7392 2.2506 0.1559
N -2.0237 -1.1916 2.2084 -0.5263
C -1.6031 -2.0841 3.1372 0.1281
C -2.4249 -2.5560 4.1284 -0.2165
C -0.1360 -2.4415 2.8682 0.7564
O 0.5531 -3.1473 3.5205 -0.3927
O 0.2361 -1.7904 1.7409 -0.6339
C -3.5234 0.2489 1.1024 0.7555
O -4.5277 0.8388 0.8817 -0.4115
O -2.3782 0.3101 0.4062 -0.6607
H -5.4535 -2.2487 5.1259 0.5308
H -5.2055 -0.7672 3.1892 0.2819
H -2.0843 -3.2694 4.8679 0.2952
S -1.0836 -1.4991 -1.4380 0.1908
C 0.3403 -0.2630 -1.6126 -0.0074
C 0.9199 -0.3748 -2.9855 -0.2113
C 1.0186 0.8204 -3.5770 -0.0066
C 1.4658 1.0769 -4.8921 0.1935
N 1.8064 1.3079 -5.9580 -0.1322
C 2.0946 2.3802 -1.9264 -0.0283
C 1.7006 2.5662 -0.4786 -0.1034
C 0.5985 1.8792 -0.1991 -0.1820
S 0.0528 1.5495 1.4706 0.2392
C 2.6006 3.6112 -2.5328 0.2372
N 3.0095 4.5675 -2.9935 -0.1877
H 1.1189 -1.3317 -3.4296 0.2693
H 2.3293 3.0969 0.2126 0.2690
N 4.4367 -0.3951 -1.8285 -0.7444
C 3.3088 0.2513 -1.5303 0.3891
C 2.4532 -0.4138 -0.4827 0.2088
N 1.1750 -0.5871 -0.4488 -0.5075
C -0.0460 1.2616 -1.4447 -0.3283
C 0.7411 1.9268 -2.6045 -0.2010
N 3.1465 1.4301 -1.9943 -0.4506
H 4.6832 -1.2827 -1.4249 0.4152
H 5.1134 0.0842 -2.4057 0.4437
H 2.9959 -0.6653 0.4300 0.2460
H -1.1378 1.4311 -1.5014 0.2914
H 0.2334 2.7895 -3.0343 0.2879
```

Summary:
largest force on an atom	2.056	eV/Å
LUMO	-10.04	eV
highest occupied orbital energy	-15.583	eV
charge	+2
total energy	-62521.647	eV

=====

Q: Look up the largest force on an atom of the first one.
A: 1.176 eV/Å

=====

Q: Look up the total energy of the fourth one.
A: -62521.647 eV

=====

Q: Look up the total energy of the first one.
A: -52111.856 eV